Record 1
The following is a quantum chemistry calculation of a structure of composition C4H5CuO6 in a non-equilibrium geometry, from OMol25.

Maximum force   4.61 eV/A
HOMO energy   -9.40 eV
E   -61150.99572 eV

Atoms and positions in Å:
O -1.582969 1.791668 1.237209
C -0.576224 2.086391 0.556684
O -0.500612 3.009457 -0.280564
O 0.528512 1.303855 0.791100
Cu -2.565336 3.321739 0.168611
C 0.625115 -0.048115 0.422029
C 0.430464 -1.188216 1.379030
H 1.641090 -0.108069 0.009577
H -0.268610 -0.529087 2.032223
H 0.529736 -2.187755 0.948000
O -0.329345 -2.444702 -1.130958
C -0.084521 -1.323849 -1.548135
O -0.315246 -0.259865 -0.820009
O 0.808617 -1.041373 -2.486210
H 0.380429 -1.110633 -3.349752
H 1.278902 -1.271446 2.071165

Atomic forces in eV per Å
O -0.88 0.43 -0.03
C -0.23 -0.98 -0.02
O -0.05 -0.02 0.29
O 0.51 -0.65 -0.10
Cu 0.42 -0.26 0.13
C 1.37 -0.73 -3.25
C 0.07 3.28 2.47
H -0.28 0.11 -0.37
H -0.54 -3.00 -0.40
H -1.82 0.29 -0.11
O -0.50 0.91 -1.77
C 1.36 -2.34 3.73
O -0.29 2.27 2.23
O -0.03 0.10 -2.37
H 0.45 -0.20 -0.20
H 0.43 0.77 -0.24

Record 2
The following is a quantum chemistry calculation of a structure of composition C4H7NO2, from OMol25.

Maximum force   0.61 eV/A
HOMO energy   -9.39 eV
E   -9841.61737 eV

Atoms and positions in Å:
O -0.809241 0.551449 1.750362
C -0.674647 0.823045 0.459812
C 1.116328 0.896253 -0.058725
N 0.615798 0.079620 -1.162332
C -0.664964 -0.299352 -0.594282
C -0.660358 -1.651465 0.096708
O 0.308819 -2.374834 0.081617
H 0.387983 0.809623 1.181286
H -1.039712 1.792426 0.082252
H 1.912145 0.417264 0.536269
H 1.428079 1.903249 -0.342695
H 1.192750 -0.740825 -1.327156
H -1.510774 -0.258434 -1.294535
H -1.602207 -1.948018 0.591420

Atomic forces in eV per Å
O -0.10 0.02 0.09
C -0.24 0.15 -0.17
C 0.34 0.19 -0.03
N 0.05 -0.12 -0.07
C -0.14 -0.05 -0.02
C 0.36 -0.36 -0.07
O -0.50 0.36 0.02
H 0.30 -0.04 0.01
H 0.06 -0.16 0.03
H -0.16 0.03 0.03
H -0.10 -0.10 0.09
H -0.04 0.09 0.01
H 0.07 -0.02 0.09
H 0.11 0.01 0.00

Record 3
The following is a quantum chemistry calculation of a cluster of 2 separate species, C3H6N2OS in total in a non-equilibrium geometry, from OMol25.

Maximum force   3.63 eV/A
HOMO energy   -9.07 eV
Structure (SMILES)   CC(N)=O.N=C=S
E   -19070.63554 eV

Atoms and positions in Å:
C -2.092692 1.163552 1.130912
C 0.988350 -1.410913 -1.097844
C 0.701466 -0.387334 -0.033098
N -2.101807 0.269390 1.930630
N 0.980916 0.899415 -0.574936
O 0.225606 -0.567632 1.063645
S -2.150845 2.187069 -0.043026
H 2.060124 -1.420971 -1.284202
H 0.910599 -2.376103 -0.694312
H 0.271763 -1.240070 -1.804364
H 1.121038 1.643519 0.078114
H 0.803592 1.098855 -1.507293
H -1.718110 0.141224 2.835773

Atomic forces in eV per Å
C -0.02 -1.40 1.11
C 1.98 -0.33 3.02
C -0.18 1.69 -1.20
N -0.79 1.12 -0.93
N 0.50 -1.72 3.00
O 1.15 -0.09 -0.16
S -0.15 0.61 -0.48
H -0.14 0.79 -1.08
H -0.96 -1.43 0.65
H -1.20 0.22 -2.68
H -0.49 0.38 0.02
H -0.06 0.30 -1.67
H 0.36 -0.13 0.41

Record 4
The following is a quantum chemistry calculation of a structure of composition C6H8I3O3S in a non-equilibrium geometry, from OMol25.

Maximum force   4.47 eV/A
HOMO energy   -5.52 eV
Net charge   -1
E   -47633.12675 eV

Atoms and positions in Å:
C -1.562109 0.645872 -0.638927
C -0.952100 -1.461302 0.640738
C 0.877600 0.105203 -0.684387
C -1.817594 -0.213234 0.583253
C -0.129916 1.182925 -0.667777
C 0.491214 -1.062187 0.789534
O 2.562561 2.016812 -0.981957
O 2.714993 0.698738 1.081047
O 3.412655 -0.272498 -1.052244
S 2.584624 0.698849 -0.365750
I -3.914257 -0.795622 0.625407
I 0.232427 2.528302 0.975637
I 1.868052 -2.657893 0.662105
H -1.705362 0.042031 -1.544394
H -2.276311 1.476467 -0.667362
H -1.246857 -2.090433 1.489239
H -1.081515 -2.061665 -0.266503
H 0.865532 -0.523934 -1.570803
H -1.680244 0.380814 1.487218
H 0.015940 1.818784 -1.544571
H 0.740674 -0.456033 1.650490

Atomic forces in eV per Å
C -0.09 0.28 -0.01
C -0.04 -0.41 0.25
C 0.44 -2.48 3.69
C -0.11 -0.09 0.05
C -0.49 0.37 -0.28
C 0.87 2.38 -3.46
O 0.28 0.15 -0.08
O 0.31 0.02 0.03
O 0.23 -0.06 -0.05
S -0.27 -0.42 -0.74
I 0.19 0.07 0.00
I -0.84 0.53 0.27
I -0.25 -0.25 0.21
H -0.04 0.02 0.05
H 0.15 -0.13 -0.02
H -0.04 0.04 -0.10
H -0.05 0.07 0.06
H -0.07 0.01 -0.09
H -0.17 -0.05 -0.04
H -0.03 0.02 0.16
H 0.02 -0.07 0.10